The following is a DFT calculation (ωB97M-V/def2-TZVPD) of one molecule with the formula C5H8O in a non-equilibrium geometry.

* orbital gap: 0.3497 hartree
* energy above the lowest of the compared OMol25 structures with the same formula, charge and spin: 3.6252 eV
* highest occupied orbital energy: -8.495 eV
* energy: -7358.63004 eV
* SMILES: C[C@]12CC[C@H]1O2

Geometry as ORCA input:
```
! RIJCOSX wB97M-V def2-TZVPD def2/J DEFGRID3
* xyz 0 1
C 0.84799 -0.78621 1.50398
C 0.39633 -0.17271 0.19585
C -0.52146 1.01569 0.00838
C -0.83144 0.58196 -1.44123
C -0.02242 -0.71706 -1.27216
O 1.26823 -0.28901 -0.85481
H 0.05632 -0.85763 2.25859
H 1.62167 -0.11222 1.90573
H 1.31471 -1.77073 1.38183
H -1.42249 0.98814 0.63258
H 0.00508 1.95498 0.16865
H -1.89329 0.42212 -1.64259
H -0.41809 1.24067 -2.21236
H -0.40113 -1.49798 -0.63242
*
```